Record 1
Density functional theory data (ωB97M-V with the def2-TZVPD basis set) for a cluster of 19 separate species, H36O22S in total in a non-equilibrium geometry.

The geometry in XYZ format:
```
59
Properties=species:S:1:pos:R:3
H -2.56 -0.72 0.07
S 0.07 -0.36 0.36
O 2.82 -2.15 -0.77
H -1.13 -1.13 2.60
H -1.28 -2.74 1.05
H -2.63 -1.78 -2.51
O -0.16 0.96 0.84
H -2.02 -1.25 3.75
H 2.15 1.22 -2.51
H 0.95 3.44 1.21
H -3.18 0.27 -1.62
H -0.97 1.82 1.88
H -0.92 4.97 0.84
O -1.20 -0.90 -0.10
O 0.64 -2.89 -3.07
H 1.36 3.20 -2.34
O -2.76 0.84 -2.24
H 0.37 -3.02 -3.99
O -2.05 -1.00 2.80
O -0.23 4.63 0.29
H 0.14 -2.04 -2.82
O -1.38 2.43 2.50
H 0.42 -1.55 4.14
H -2.30 1.50 -1.71
O -1.69 -3.59 0.89
H 3.19 -0.40 1.37
H -0.91 1.86 0.00
H 3.46 -1.80 -0.15
H 2.18 0.60 -3.88
O 0.48 -1.20 1.48
H -3.53 0.33 0.66
H 0.99 2.06 1.39
H 2.66 1.76 0.29
H 0.58 -2.07 2.74
H 2.20 -3.17 0.37
O 1.62 2.83 1.48
H -2.21 -3.77 1.67
O 1.85 -3.52 1.21
H -1.66 -1.73 -1.28
H -2.10 1.88 2.88
H 2.13 -1.47 -0.81
O -1.92 -2.24 -2.07
O 0.43 -2.41 3.67
O 3.11 1.10 -0.23
O 2.72 0.93 -3.19
H 1.90 -0.96 1.95
O -1.40 2.54 -0.51
H -1.06 0.23 -2.79
H -0.64 3.77 0.07
H 0.42 0.12 -2.23
H 2.41 0.54 -0.59
O 2.73 -0.48 2.23
O 1.01 -0.35 -0.72
O -0.13 0.18 -3.04
O 1.17 2.60 -1.63
H 0.21 2.64 -1.50
H -2.22 2.67 -0.05
H 1.37 -2.72 1.48
O -3.56 -0.49 0.15
```

energy	-56468.276	eV
relative energy (zero: lowest compared OMol25 entry of this formula, charge and spin)	68.9	kJ/mol
frontier orbital gap	8.65	eV
charge	-2
largest force on an atom	0.062	hartree/bohr
LUMO energy	4.380	eV


Record 2
Density functional theory data (ωB97M-V with the def2-TZVPD basis set) for a cluster of 19 separate species, H37O19 in total in a non-equilibrium geometry.

The geometry in XYZ format:
```
56
Properties=species:S:1:pos:R:3
O -1.28 1.38 0.43
H 0.97 -0.25 -3.66
O -1.86 3.84 0.57
H 3.96 2.99 -0.77
O 1.44 -0.42 -2.88
H -4.10 0.48 -2.57
O -0.86 -1.51 0.76
H 4.27 1.71 0.32
H -0.78 0.59 -0.71
H 1.51 -1.53 3.91
H -3.29 -0.71 -2.29
O 1.59 -2.96 -1.76
H -2.74 1.70 -0.05
O 4.35 2.71 0.24
O -3.66 -1.02 2.43
O 3.36 1.77 -2.76
H 2.38 -0.34 3.92
H 0.99 1.20 0.49
H -2.03 -3.56 -3.05
H -2.06 -0.79 3.44
H -1.16 -0.96 1.53
H 0.70 -2.67 -1.65
O -1.65 -4.05 -0.24
H -1.28 -4.41 0.43
H 2.07 0.41 1.28
H -1.28 0.77 1.07
O -3.93 -0.51 -2.86
H 1.34 2.34 -1.44
O -1.15 -3.41 -3.47
H -1.10 4.08 0.17
H 0.78 -0.51 -2.14
H -4.06 -0.40 3.08
H 2.29 2.11 2.76
H -1.55 -3.10 -0.16
H 1.42 -2.20 1.26
H -4.05 -0.58 1.67
H -3.69 2.76 -0.34
O -0.63 -0.06 -1.53
O 1.38 3.14 -1.72
O -1.18 -0.86 3.33
H -0.43 -3.14 -2.81
H -1.44 0.17 -1.87
O 2.39 -1.29 4.00
H -1.53 2.91 0.74
O 1.67 2.43 3.55
O 1.98 1.22 0.75
H 3.09 0.95 -2.49
H -1.00 -1.92 3.04
H 0.56 3.50 -2.05
H 2.02 -2.08 -1.91
H 0.81 2.52 3.00
O 2.21 -2.36 1.67
H -0.59 -0.71 0.13
H 2.71 2.02 -3.45
O -3.73 1.86 -0.47
H 2.74 -2.63 1.01
```

energy	-39501.467	eV
relative energy (zero: lowest compared OMol25 entry of this formula, charge and spin)	657.5	kJ/mol
frontier orbital gap	10.12	eV
charge	-1
largest force on an atom	0.188	hartree/bohr
LUMO energy	2.047	eV


Question: Which formula does entry 1 have?
Answer: H36O22S


Question: The highest energy belongs to which entry?
Answer: H37O19


Question: The lowest charge belongs to which entry?
Answer: H36O22S